Entry 1:
Computed, not measured: C19H35MgNO2P2 as an isolated structure in a non-equilibrium geometry, with wB97M-V/def2-TZVPD.

The geometry in XYZ format:
```
60
Properties=species:S:1:pos:R:3:forces:R:3:mulliken_charge:R:1
P 0.16739 -2.16818 -2.55696 0.881 1.032 0.359 1.2085
P 0.30061 1.75146 -2.37407 -0.889 -0.166 -0.389 1.5337
C -0.20657 -0.79653 -3.69875 -0.061 -0.069 -0.633 -1.0273
C 0.63995 0.49253 -3.65557 0.152 -0.201 -0.786 -1.2339
H -1.29282 -0.59659 -3.71196 0.513 -0.005 0.169 0.4034
H 0.02625 -1.28614 -4.66033 -0.225 0.267 0.000 0.6503
H 1.72466 0.28667 -3.68747 -0.458 -0.011 0.080 0.4230
H 0.40302 1.03809 -4.58777 0.222 -0.203 0.148 0.6466
C -1.31572 2.38360 -2.89801 0.133 0.458 -0.319 -1.5464
H -1.70566 3.06055 -2.12689 0.175 -0.363 -0.208 0.4062
H -2.03900 1.56662 -3.04301 0.324 0.274 0.201 0.3710
H -1.17381 2.92982 -3.83664 -0.057 -0.131 -0.179 0.5206
C 1.51559 3.01548 -2.73499 0.287 0.439 -0.567 -1.5023
H 1.19298 3.56086 -3.63506 0.385 0.004 0.257 0.4422
H 2.49306 2.54028 -2.91263 -0.267 0.273 0.089 0.3936
H 1.58076 3.69754 -1.87627 0.019 -0.150 -0.379 0.3965
C -1.03618 -3.40639 -2.95821 -0.193 -0.490 -0.406 -1.6239
H -1.07025 -4.18626 -2.18716 -0.017 0.314 -0.144 0.4301
H -0.72579 -3.83793 -3.91987 -0.191 -0.040 0.087 0.4555
H -2.02798 -2.94313 -3.06659 0.384 -0.216 0.215 0.3951
C 1.80981 -2.68637 -3.07443 0.110 -0.667 -1.247 -1.4678
H 2.50236 -1.83518 -3.11818 -0.271 -0.280 0.015 0.3624
H 1.68594 -3.12343 -4.07065 0.624 -0.089 -0.007 0.4834
H 2.19718 -3.43829 -2.37548 -0.111 0.187 -0.212 0.4374
Mg 1.75531 -0.18205 3.70320 -0.851 0.009 0.644 0.5785
C 0.15712 1.62816 -0.56417 -1.315 -1.339 3.261 -0.0483
C -1.26684 1.39474 -0.31152 0.415 2.801 0.135 -1.5687
C -1.76799 0.12760 -0.73545 -0.484 -1.230 0.881 0.5765
C -1.69464 -1.03517 0.36136 -1.374 1.293 -0.545 -0.4916
C -0.85771 -2.09677 -0.11938 0.319 -1.826 0.237 -1.3737
C 0.42763 -1.92415 -0.79364 -0.614 0.289 0.629 0.3969
C 1.39832 -0.69493 -0.62853 0.982 -0.908 0.522 -1.2320
C 0.98066 0.51622 0.19255 0.781 0.409 -0.521 -0.2244
C 1.15146 -2.07685 4.26317 0.674 -0.400 -0.333 -1.2924
H 0.47463 2.61695 -0.19886 -0.031 -0.108 -0.120 0.7494
H -1.80367 2.03510 0.37490 -0.005 0.203 -0.184 0.1086
H -1.12487 -0.18259 -1.59179 -0.340 -0.171 0.216 -1.2804
H -2.79644 0.16305 -1.12381 -0.150 -0.067 -0.055 0.5082
H -1.39273 -0.62008 1.34595 -0.400 0.293 -0.414 -0.3991
H -2.73710 -1.39897 0.47656 0.507 0.112 0.198 0.5577
H -1.20874 -3.11905 0.00803 0.484 -0.012 0.212 0.2898
H 0.99620 -2.83095 -0.54629 0.300 -0.001 -0.384 1.1165
H 1.85595 -0.39082 -1.59223 -0.325 -0.039 0.346 0.6187
H 2.25237 -1.11899 -0.08419 0.015 0.008 -0.067 0.2098
H 0.36386 0.15943 1.02173 0.019 0.304 -0.149 -0.6392
H 1.89393 0.98536 0.63085 -0.148 -0.199 -0.256 0.6317
H 1.76278 -2.32150 5.14138 -0.149 -0.264 -0.130 0.3750
H 1.27891 -2.83210 3.47643 -0.179 -0.049 0.435 0.3200
H 0.09673 -1.99357 4.56274 0.293 0.057 -0.240 0.2592
O 2.01353 1.10328 5.39382 -0.325 0.723 -0.153 -0.6819
C 0.80222 1.44745 5.26837 -0.137 -1.151 -1.372 0.9790
C -0.07432 2.27490 6.14082 -0.053 0.404 0.668 -0.4753
C -1.46765 1.97507 5.60687 -0.684 0.042 0.166 -0.4922
C -1.25051 1.11800 4.36148 -0.419 -0.485 -0.889 0.2711
O -2.09366 0.62239 3.62946 0.813 0.839 1.119 -0.5856
N 0.11553 0.94706 4.21218 0.582 0.548 0.191 -0.3953
H 0.06837 2.03517 7.19431 0.028 -0.016 -0.015 0.3090
H 0.14456 3.33890 6.01759 0.300 -0.127 0.005 0.2227
H -2.08626 1.42583 6.32150 0.059 0.006 -0.102 0.2650
H -2.01271 2.88478 5.35153 -0.057 -0.116 -0.082 0.2793
```
Positions in Å, forces in eV/Å.

Results
Charge: 0
E_LUMO in eV: -0.235
Energy relative to the best compared isomer or geometry (same formula, charge and spin) in kcal per mole: 149.4
E in hartree: -1832.73973

---

Entry 2:
Computed, not measured: C19H35N2O5SSi2TeV as an isolated structure, with wB97M-V/def2-TZVPD.

The geometry in XYZ format:
```
66
Properties=species:S:1:pos:R:3:forces:R:3:mulliken_spin:R:1
V 0.91936 0.58114 2.66006 0.192 0.394 -0.205 2.9570
O 2.89209 0.72353 1.54752 0.014 -0.064 0.133 -0.0035
C 3.32251 -0.57031 1.11091 -0.029 0.032 -0.024 0.0097
C 2.98144 -1.62704 2.14121 -0.003 0.028 -0.018 0.0078
N 1.57253 -1.52200 2.54161 -0.105 -0.159 0.038 -0.0555
C 1.43282 -1.86260 3.96285 0.004 0.024 0.038 0.0241
C 2.16350 -0.79924 4.83102 -0.028 0.082 -0.014 0.0043
O 2.59497 -1.15657 5.91805 0.015 -0.021 0.018 0.0032
O 2.25101 0.36699 4.29878 -0.013 -0.136 0.040 0.0020
C 0.65441 -2.22271 1.62706 0.061 0.051 0.028 -0.0032
C -0.55820 -1.37485 1.18141 0.011 -0.063 0.107 0.0202
O -1.57403 -1.98328 0.86704 -0.032 0.091 -0.171 0.0036
O -0.35993 -0.10815 1.12508 0.042 -0.082 0.089 0.0241
H 3.32796 0.92017 2.39405 0.013 0.008 -0.012 0.0058
H 2.79869 -0.75357 0.17401 -0.029 0.020 -0.023 -0.0032
H 4.39824 -0.56744 0.91274 -0.005 0.008 -0.019 0.0005
H 3.20568 -2.62640 1.74688 0.012 -0.001 -0.001 0.0010
H 3.60408 -1.47618 3.02419 -0.006 -0.004 -0.004 -0.0034
H 0.37132 -1.85946 4.22010 0.004 -0.001 0.013 -0.0024
H 1.83817 -2.85241 4.20240 -0.004 -0.014 -0.026 0.0061
H 1.18679 -2.44327 0.69652 -0.006 -0.018 0.005 0.0026
H 0.31341 -3.17262 2.04322 -0.019 0.008 0.036 -0.0051
S 0.33363 3.03513 2.89128 -0.041 0.015 0.027 -0.0270
C -0.88146 2.28292 3.85903 0.016 -0.111 -0.003 0.0095
C -1.90591 2.96526 4.54329 0.050 0.023 -0.031 -0.0088
C -2.83733 2.25263 5.25792 -0.013 -0.043 0.015 0.0145
C -2.76319 0.85816 5.29917 -0.023 0.035 0.012 -0.0008
C -1.73466 0.25301 4.61247 0.035 -0.020 -0.020 0.0336
N -0.81637 0.93120 3.92202 -0.077 -0.011 0.020 -0.0316
H -1.93611 4.04425 4.48348 -0.004 0.000 0.001 0.0004
H -3.62990 2.77106 5.78504 0.001 0.005 -0.002 0.0024
H -3.48295 0.26369 5.84336 0.001 0.002 0.000 0.0004
H -1.63664 -0.82703 4.60340 0.000 0.003 -0.004 0.0002
C -1.24991 2.99514 -3.66001 0.029 0.001 -0.033 0.0003
Si -1.88637 2.34698 -2.01506 -0.013 0.016 -0.001 -0.0003
C -3.76356 2.42851 -2.03995 -0.040 -0.002 0.002 0.0001
C -1.22131 3.39367 -0.62884 0.006 0.012 0.018 -0.0012
C -1.38848 0.56125 -1.78897 -0.013 -0.095 0.049 0.0001
Te 0.72492 0.27237 -1.69161 0.081 -0.043 -0.047 0.0129
C 0.99904 -0.06200 -3.81153 -0.066 0.052 0.017 0.0003
Si 0.81373 -1.86592 -4.25978 -0.002 -0.019 -0.027 -0.0001
C 1.01965 -2.07352 -6.11919 0.000 0.016 -0.032 0.0000
C -0.86134 -2.53533 -3.76823 -0.024 0.007 0.025 0.0000
C 2.15571 -2.85934 -3.40911 0.035 0.003 0.033 0.0001
H -1.54882 4.03685 -3.80194 -0.002 -0.001 -0.003 0.0000
H -1.64136 2.41714 -4.50152 0.005 0.001 0.000 -0.0001
H -0.15832 2.95441 -3.69351 -0.004 -0.005 -0.006 0.0000
H -4.11377 3.45509 -2.17508 -0.001 -0.002 -0.001 0.0000
H -4.17411 2.05427 -1.09944 -0.001 0.001 -0.003 0.0000
H -4.17612 1.82180 -2.85010 -0.002 0.004 0.003 0.0000
H -1.55233 4.43116 -0.72634 0.000 -0.001 0.005 -0.0004
H -0.12988 3.38543 -0.62063 0.007 0.012 0.007 0.0004
H -1.54021 3.02367 0.34761 0.006 -0.006 0.008 -0.0006
H -1.77242 -0.09496 -2.57060 -0.003 -0.027 -0.025 0.0000
H -1.73744 0.17861 -0.82657 -0.024 -0.013 -0.031 0.0003
H 2.00351 0.29290 -4.05592 -0.005 0.008 -0.002 0.0000
H 0.29569 0.58459 -4.34013 0.003 -0.005 -0.001 -0.0002
H 0.28033 -1.47971 -6.66241 0.003 -0.005 -0.005 0.0000
H 0.89390 -3.11763 -6.41696 0.004 0.002 0.001 0.0000
H 2.01110 -1.74913 -6.44481 -0.003 0.002 -0.004 0.0000
H -1.66930 -2.00321 -4.27644 -0.009 -0.001 0.012 0.0000
H -1.01902 -2.45023 -2.69050 -0.016 0.015 0.000 0.0000
H -0.94157 -3.59217 -4.03570 0.009 0.002 -0.007 0.0000
H 3.14316 -2.43079 -3.59997 0.002 -0.011 -0.001 0.0000
H 2.16384 -3.89250 -3.76472 -0.008 -0.001 0.005 0.0000
H 1.99514 -2.87145 -2.32924 0.012 0.000 -0.001 0.0000
```
Positions in Å, forces in eV/Å.

Results
Charge: -1
E_LUMO (spin up / spin down) in eV: 2.170 / 2.170
Energy relative to the best compared isomer or geometry (same formula, charge and spin) in kcal per mole: 7.7
Spin multiplicity: 4
E in hartree: -3420.17065

---

Entry 3:
Computed, not measured: C19H36As3BrNO2RhS as an isolated structure, with wB97M-V/def2-TZVPD.

The geometry in XYZ format:
```
64
Properties=species:S:1:pos:R:3:forces:R:3:mulliken_spin:R:1
Rh 0.93465 0.08567 1.46136 0.025 -0.123 0.124 2.3265
C -0.44949 -2.91952 -0.20293 0.005 0.004 -0.008 0.0254
As -0.80151 -1.71037 1.27516 -0.043 -0.024 0.024 0.1014
C -1.20888 -2.97398 2.68670 0.015 0.023 0.017 0.0024
C -2.62680 -1.05175 0.95430 -0.012 0.003 0.003 0.0240
C -2.95133 0.03648 -0.09280 -0.002 0.003 0.014 0.0034
C -4.48538 0.11791 -0.15968 0.016 -0.005 -0.023 -0.0087
C -2.44516 1.43373 0.30885 -0.008 -0.017 0.010 0.0611
As -0.52279 1.83422 0.35389 0.081 -0.007 -0.035 0.0590
C -0.08563 2.20409 -1.49895 -0.001 0.025 0.017 0.0380
C -0.56332 3.60858 1.12110 0.005 -0.003 0.012 0.0094
C -2.39797 -0.40891 -1.45740 0.021 -0.008 0.007 0.0672
As -3.01620 0.59785 -3.00880 0.000 0.011 -0.002 0.7729
C -1.71277 0.55336 -4.41812 0.018 0.021 -0.013 0.0279
C -4.70968 0.00045 -3.69353 -0.025 0.011 -0.003 0.0334
H -1.33213 -3.51754 -0.42946 -0.001 0.001 0.003 0.0011
H 0.35918 -3.58225 0.10256 0.004 0.003 -0.002 0.0006
H -0.12016 -2.37641 -1.08651 0.000 -0.007 0.002 -0.0030
H -1.96351 -3.68139 2.34506 -0.001 0.002 -0.005 0.0019
H -1.57719 -2.44631 3.56454 0.004 -0.006 -0.001 0.0011
H -0.30198 -3.51598 2.94909 -0.002 -0.003 0.001 0.0005
H -2.97067 -0.69493 1.92903 -0.004 -0.006 -0.001 0.0045
H -3.21874 -1.94395 0.72909 0.000 0.001 -0.003 0.0017
H -4.90034 0.30987 0.82955 0.003 0.003 0.003 0.0000
H -4.91992 -0.81495 -0.52610 -0.001 0.002 0.002 0.0007
H -4.81272 0.94071 -0.80258 -0.003 -0.010 0.009 0.0031
H -2.81486 1.65875 1.31242 -0.016 0.001 -0.001 0.0024
H -2.89300 2.18554 -0.35080 0.010 0.010 -0.001 -0.0170
H -0.90164 2.73824 -1.98994 -0.002 0.009 0.015 -0.0084
H 0.17042 1.28394 -2.02011 0.014 0.014 0.018 -0.0034
H 0.80921 2.82185 -1.49774 0.014 0.010 -0.018 0.0071
H -1.22476 4.25835 0.54957 -0.003 -0.007 -0.006 0.0018
H 0.44836 4.00998 1.10157 -0.002 0.007 0.000 0.0016
H -0.90299 3.55358 2.15371 0.002 0.000 0.000 -0.0012
H -2.69933 -1.44007 -1.67334 -0.010 0.004 -0.021 0.0150
H -1.30827 -0.35661 -1.50314 -0.019 -0.020 0.004 -0.0048
H -0.77011 0.95956 -4.06029 -0.018 -0.009 -0.027 0.0007
H -2.08463 1.14684 -5.25116 0.007 -0.008 -0.008 -0.0005
H -1.58091 -0.48327 -4.73596 -0.023 -0.010 0.017 0.0326
H -5.49421 0.17620 -2.96312 -0.001 -0.006 -0.011 -0.0009
H -4.63281 -1.06685 -3.91232 0.028 -0.001 0.003 0.0342
H -4.91582 0.55079 -4.60949 -0.011 -0.007 -0.002 -0.0011
Br 7.05811 1.53816 -3.47659 0.001 0.008 -0.002 0.0000
C 6.27448 0.44678 -2.16033 0.031 -0.017 0.000 -0.0008
C 6.95935 -0.66969 -1.68643 -0.039 0.001 -0.016 0.0024
N 6.45941 -1.48144 -0.76233 0.018 -0.014 0.024 -0.0015
C 5.25688 -1.20768 -0.27171 0.001 0.009 -0.051 0.0076
C 4.50202 -0.11600 -0.68741 0.012 -0.018 0.047 0.0302
C 5.02559 0.73469 -1.65446 -0.025 0.028 -0.018 0.0008
C 3.16502 0.15752 -0.11328 0.052 -0.007 -0.002 -0.0416
O 2.46646 1.10930 -0.48178 0.015 0.070 -0.061 0.0307
O 2.74323 -0.65605 0.81060 -0.151 0.017 0.006 0.1865
H 7.94152 -0.91125 -2.07465 0.006 0.001 0.009 0.0002
H 4.87048 -1.88498 0.47950 0.003 0.002 0.005 -0.0016
H 4.46218 1.59434 -1.98980 0.004 0.001 0.000 0.0040
C 3.06767 0.30083 3.99674 0.012 0.010 -0.007 0.0093
S 1.32471 0.72851 3.79524 -0.019 0.047 -0.018 0.1389
C 0.56553 -0.44971 4.92721 0.019 -0.041 -0.025 0.0075
H 3.23354 -0.74732 3.75995 -0.001 0.001 -0.010 0.0018
H 3.36037 0.51908 5.02160 -0.003 0.006 -0.001 0.0093
H 3.63849 0.92390 3.31221 -0.001 0.010 0.006 -0.0034
H 0.88310 -0.21225 5.94064 0.003 0.001 -0.001 0.0069
H 0.85119 -1.46851 4.67366 -0.006 0.001 0.004 -0.0027
H -0.51358 -0.32974 4.85817 0.000 0.007 0.001 0.0021
```
Positions in Å, forces in eV/Å.

Results
Charge: +2
E_LUMO (spin up / spin down) in eV: -4.727 / -8.952
Energy relative to the best compared isomer or geometry (same formula, charge and spin) in kcal per mole: 0.0
Spin multiplicity: 5
E in hartree: -10740.26983

---

Among the records above, which one has the highest energy relative to the best compared isomer or geometry (same formula, charge and spin)?
C19H35MgNO2P2

---

Which value of E does entry 2 give?
-3420.17065 hartree